Entry i
The following is a quantum chemistry calculation of 2 unconnected molecules or ions with the total composition CH5PS2, from the Open Molecules 2025 dataset.

Structure (ORCA input):
```
! RIJCOSX wB97M-V def2-TZVPD def2/J DEFGRID3
* xyz 0 1
C -0.670 -0.009 -0.569
P 2.122 -0.402 0.170
S -1.650 -1.206 0.189
S -0.900 1.710 -0.378
H -0.517 -0.346 -1.630
H 2.447 1.009 0.101
H 1.463 -0.277 1.427
H -0.918 -2.102 -0.249
H -1.378 1.623 0.939
*
```

Summary:
molecular weight	112.16	g mol⁻¹
Kohn-Sham gap (alpha / beta)	6.787 / 7.762	eV
HOMO energy (alpha / beta)	-7.496 / -8.065	eV

---

Entry ii
The following is a quantum chemistry calculation of CH5PS2 in the gas phase, from the Open Molecules 2025 dataset.

Structure (ORCA input):
```
! RIJCOSX wB97M-V def2-TZVPD def2/J DEFGRID3
* xyz 0 1
S -1.738 -0.958 0.892
C 0.104 -0.408 0.923
P 0.605 -0.441 -1.136
S 0.980 1.589 -1.166
H -2.389 0.093 0.469
H 0.284 0.586 1.351
H 0.594 -1.231 1.397
H 1.831 -1.013 -1.099
H -0.272 1.781 -1.633
*
```

Summary:
molecular weight	112.16	g mol⁻¹
Kohn-Sham gap	9.407	eV
HOMO energy	-8.739	eV

---

Entry iii
The following is a quantum chemistry calculation of 2 unconnected molecules or ions with the total composition CH5PS2, from the Open Molecules 2025 dataset.

Structure (ORCA input):
```
! RIJCOSX wB97M-V def2-TZVPD def2/J DEFGRID3
* xyz 0 1
C 0.128 -0.875 -1.258
P -0.981 0.443 1.650
S 0.420 0.008 -2.763
S 0.659 1.103 2.848
H -0.578 -1.658 -1.534
H 0.899 -0.822 -0.571
H -1.192 1.897 1.666
H -0.799 -0.150 -3.180
H 1.443 0.054 3.142
*
```

Summary:
molecular weight	112.16	g mol⁻¹
Kohn-Sham gap (alpha / beta)	6.827 / 7.990	eV
HOMO energy (alpha / beta)	-7.725 / -7.868	eV

---

entry ii is the most stable structure; the next one sits 49.6 kcal/mol above it.

---

Entry i
The following is a quantum chemistry calculation of 2 unconnected molecules or ions with the total composition C5H11NO, from the Open Molecules 2025 dataset.

Structure (ORCA input):
```
! RIJCOSX wB97M-V def2-TZVPD def2/J DEFGRID3
* xyz -1 2
N 0.393 1.732 0.625
C 0.265 1.419 -0.771
C -0.124 0.145 -1.165
C -0.315 -0.978 -0.352
C -0.439 -2.315 -0.790
C -0.059 2.626 -1.593
H 1.064 2.469 0.796
H 0.639 0.915 1.165
H -0.167 -0.016 -2.237
H -0.242 -0.784 0.720
H -1.028 -3.048 -0.237
H 0.064 -2.671 -1.678
H -1.011 3.085 -1.264
H -0.168 2.389 -2.654
H 0.734 3.378 -1.523
H 0.760 -2.728 2.575
H -0.666 -2.650 3.183
O 0.188 -2.210 3.163
*
```

Summary:
molecular weight	101.15	g mol⁻¹
Kohn-Sham gap (alpha / beta)	3.790 / 5.640	eV
HOMO energy (alpha / beta)	0.111 / -1.801	eV

---

Entry ii
The following is a quantum chemistry calculation of 2 unconnected molecules or ions with the total composition C5H11NO, from the Open Molecules 2025 dataset.

Structure (ORCA input):
```
! RIJCOSX wB97M-V def2-TZVPD def2/J DEFGRID3
* xyz -1 2
C 1.355 -2.071 -1.306
N 1.325 -1.284 -0.101
C 0.850 0.076 -0.182
C -0.366 0.420 -0.759
C -1.211 1.533 -0.519
C -2.025 2.118 -1.478
H 1.468 -3.133 -1.065
H 0.505 -1.844 -1.934
H 2.245 -1.885 -1.918
H 2.214 -1.300 0.370
H 1.327 0.760 0.505
H -0.718 -0.220 -1.572
H -1.103 2.010 0.464
H -2.843 2.791 -1.222
H -1.947 1.767 -2.504
H 0.127 -0.129 2.620
H -0.688 -1.029 3.536
O -0.127 -0.246 3.549
*
```

Summary:
molecular weight	101.15	g mol⁻¹
Kohn-Sham gap (alpha / beta)	3.760 / 6.116	eV
HOMO energy (alpha / beta)	0.225 / -2.282	eV

---

entry i is the most stable structure; the next one sits 7.5 kcal/mol above it.

---

Entry i
The following is a quantum chemistry calculation of a gas-phase ion, C5H9IN (charge +1), from the Open Molecules 2025 dataset.

Structure (ORCA input):
```
! RIJCOSX wB97M-V def2-TZVPD def2/J DEFGRID3
* xyz 1 1
C 1.646 0.626 -0.153
C 0.634 -0.454 -0.112
C -0.373 -0.918 -1.028
N -0.829 -0.282 0.229
C -2.146 0.890 0.469
I -3.273 0.149 2.109
C -0.023 -1.090 1.122
H 2.534 0.108 -0.554
H 1.823 0.795 0.895
H 1.334 1.314 -0.878
H -0.537 -0.407 -1.935
H -0.604 -1.964 -1.121
H -1.896 1.890 0.829
H -2.668 0.985 -0.564
H -0.268 -2.172 1.192
H 0.306 -0.854 2.167
*
```

Summary:
molecular weight	210.04	g mol⁻¹
Kohn-Sham gap	9.859	eV
HOMO energy	-13.703	eV

---

Entry ii
The following is a quantum chemistry calculation of a molecular structure, C5H9IN, from the Open Molecules 2025 dataset.

Structure (ORCA input):
```
! RIJCOSX wB97M-V def2-TZVPD def2/J DEFGRID3
* xyz 1 1
C 0.048 1.679 -0.564
C -0.859 1.142 -1.334
C -0.090 0.958 0.698
C -1.357 0.064 -0.413
C 0.957 0.025 1.286
N -0.950 -1.312 -0.827
I -3.417 0.045 0.179
H 0.643 2.559 -0.747
H -1.164 1.529 -2.379
H -0.560 1.409 1.488
H 1.620 0.590 1.978
H 1.625 -0.584 0.706
H 0.450 -0.774 1.875
H -0.040 -1.563 -1.114
H -1.480 -1.306 -1.698
H -1.145 -2.057 -0.107
*
```

Summary:
molecular weight	210.04	g mol⁻¹
Kohn-Sham gap	9.717	eV
HOMO energy	-13.433	eV

---

entry ii is the most stable structure; the next one sits 21.6 kcal/mol above it.

---

Entry i
The following is a quantum chemistry calculation of 2 unconnected molecules or ions with the total composition BrH4N2OP, from the Open Molecules 2025 dataset.

Structure (ORCA input):
```
! RIJCOSX wB97M-V def2-TZVPD def2/J DEFGRID3
* xyz 0 1
N -1.017 0.070 -1.598
N -0.359 -1.617 0.388
O 0.620 2.382 1.206
P 0.006 -0.284 -0.476
Br 2.073 -0.442 -1.092
H -0.848 1.062 -2.035
H 0.519 -2.107 0.533
H -1.092 -1.749 1.082
H 0.097 2.685 1.993
*
```

Summary:
molecular weight	158.92	g mol⁻¹
Kohn-Sham gap (alpha / beta)	8.943 / 5.970	eV
HOMO energy (alpha / beta)	-9.865 / -7.689	eV

---

Entry ii
The following is a quantum chemistry calculation of 2 unconnected molecules or ions with the total composition BrH4N2OP, from the Open Molecules 2025 dataset.

Structure (ORCA input):
```
! RIJCOSX wB97M-V def2-TZVPD def2/J DEFGRID3
* xyz 0 1
N 0.845 -0.525 -1.429
N 0.314 0.395 2.098
O -1.752 -1.191 -1.352
P -0.652 -0.303 -1.642
Br -1.214 1.568 -2.791
H 1.634 0.018 -1.680
H 1.100 -0.029 2.634
H 0.188 -0.386 1.427
H -0.463 0.453 2.733
*
```

Summary:
molecular weight	158.92	g mol⁻¹
Kohn-Sham gap	9.445	eV
HOMO energy	-10.360	eV

---

entry ii is the most stable structure; the next one sits 78.9 kcal/mol above it.

---

Entry i
The following is a quantum chemistry calculation of C3H5Cl2F in the gas phase, from the Open Molecules 2025 dataset.

Structure (ORCA input):
```
! RIJCOSX wB97M-V def2-TZVPD def2/J DEFGRID3
* xyz 0 1
C 0.054 -0.179 1.689
C 0.063 -0.126 0.194
Cl 1.733 -0.459 -0.362
Cl -0.296 1.562 -0.252
C -0.831 -1.095 -0.545
F -2.122 -0.735 -0.239
H 0.323 -1.191 2.043
H 0.832 0.519 2.093
H -0.921 0.088 2.089
H -0.615 -1.047 -1.610
H -0.663 -2.106 -0.062
*
```

Summary:
molecular weight	130.98	g mol⁻¹
Kohn-Sham gap	11.733	eV
HOMO energy	-10.912	eV

---

Entry ii
The following is a quantum chemistry calculation of C3H5Cl2F in the gas phase, from the Open Molecules 2025 dataset.

Structure (ORCA input):
```
! RIJCOSX wB97M-V def2-TZVPD def2/J DEFGRID3
* xyz 0 1
F -2.318 -0.051 -0.565
C -1.162 -0.319 0.206
C -0.096 0.452 -0.319
Cl -0.202 2.225 -0.062
C 1.107 -0.245 0.152
Cl 2.661 0.433 -0.323
H -1.163 0.114 1.235
H -0.998 -1.360 -0.005
H -0.077 0.396 -1.317
H 1.214 -1.227 -0.179
H 1.035 -0.418 1.176
*
```

Summary:
molecular weight	130.98	g mol⁻¹
Kohn-Sham gap	11.778	eV
HOMO energy	-11.015	eV

---

entry i is the most stable structure; the next one sits 25.4 kcal/mol above it.

---

Entry i
The following is a quantum chemistry calculation of 2 unconnected molecules or ions with the total composition C2H5ClOS, from the Open Molecules 2025 dataset.

Structure (ORCA input):
```
! RIJCOSX wB97M-V def2-TZVPD def2/J DEFGRID3
* xyz 0 1
O 0.630 -1.339 0.368
C -0.073 -0.184 0.066
C -0.203 0.876 1.027
S 1.010 1.304 -0.144
H 0.959 -1.350 1.220
H -0.745 -0.351 -0.671
H -0.002 0.869 2.107
H -1.148 1.374 0.952
Cl 0.305 0.856 -3.234
H 0.638 -0.360 -3.053
*
```

Summary:
molecular weight	112.58	g mol⁻¹
Kohn-Sham gap	9.487	eV
HOMO energy	-8.669	eV

---

Entry ii
The following is a quantum chemistry calculation of a molecular structure, C2H5ClOS, from the Open Molecules 2025 dataset.

Structure (ORCA input):
```
! RIJCOSX wB97M-V def2-TZVPD def2/J DEFGRID3
* xyz 0 1
C 0.960 -0.426 0.310
C -1.520 0.594 -0.214
O -2.443 1.445 -0.594
S 0.120 1.131 -0.065
Cl -1.415 -1.076 -1.851
H 1.236 -0.882 -0.636
H 0.286 -1.077 0.855
H 1.838 -0.196 0.900
H -1.871 -0.142 0.499
H -2.097 2.141 -1.167
*
```

Summary:
molecular weight	112.58	g mol⁻¹
Kohn-Sham gap	9.322	eV
HOMO energy	-9.287	eV

---

entry ii is the most stable structure; the next one sits 12.4 kcal/mol above it.

---

Entry i
The following is a quantum chemistry calculation of 3 unconnected molecules or ions with the total composition C2H5BO, from the Open Molecules 2025 dataset.

Structure (ORCA input):
```
! RIJCOSX wB97M-V def2-TZVPD def2/J DEFGRID3
* xyz 0 1
H 0.111 1.727 -2.689
H -0.437 2.152 -3.011
B 1.655 -2.554 0.773
O 1.437 -1.981 -0.245
H 1.819 -3.100 1.683
C 2.613 1.852 -0.404
C 2.791 0.908 0.287
H 2.788 2.444 -1.230
H 2.568 0.215 1.109
*
```

Summary:
molecular weight	55.87	g mol⁻¹
Kohn-Sham gap	11.292	eV
HOMO energy	-10.630	eV

---

Entry ii
The following is a quantum chemistry calculation of C2H5BO in the gas phase, from the Open Molecules 2025 dataset.

Structure (ORCA input):
```
! RIJCOSX wB97M-V def2-TZVPD def2/J DEFGRID3
* xyz 0 1
B -1.882 0.556 -0.313
C -0.394 0.479 0.469
C 0.678 -0.424 -0.118
O -2.292 -0.552 0.158
H -0.512 0.207 1.512
H -2.234 1.427 -1.103
H 0.036 -1.298 0.025
H 1.084 -0.165 -1.134
H 1.480 -0.462 0.532
*
```

Summary:
molecular weight	55.87	g mol⁻¹
Kohn-Sham gap (alpha / beta)	8.619 / 8.618	eV
HOMO energy (alpha / beta)	-9.552 / -9.551	eV

---

entry ii is the most stable structure; the next one sits 13.4 kcal/mol above it.

---

Entry i
The following is a quantum chemistry calculation of C3H8O in the gas phase, from the Open Molecules 2025 dataset.

Structure (ORCA input):
```
! RIJCOSX wB97M-V def2-TZVPD def2/J DEFGRID3
* xyz 0 1
C -1.477 -0.176 0.074
C -0.114 -0.185 -0.625
C 1.060 0.550 0.043
O 2.037 -0.416 0.439
H -1.365 -0.238 1.162
H -2.057 -1.050 -0.243
H -2.090 0.707 -0.143
H 0.312 -1.190 -0.594
H -0.224 0.074 -1.686
H 0.748 1.162 0.903
H 1.588 1.203 -0.659
H 1.702 -0.904 1.203
*
```

Summary:
molecular weight	60.10	g mol⁻¹
Kohn-Sham gap	11.379	eV
HOMO energy	-10.309	eV

---

Entry ii
The following is a quantum chemistry calculation of C3H8O in the gas phase, from the Open Molecules 2025 dataset.

Structure (ORCA input):
```
! RIJCOSX wB97M-V def2-TZVPD def2/J DEFGRID3
* xyz 0 1
C -1.101 -0.587 0.521
C -0.101 0.275 -0.199
C 1.352 -0.079 -0.029
O -0.351 1.663 -0.026
H -2.115 -0.226 0.319
H -0.987 -1.605 0.141
H -0.946 -0.577 1.603
H -0.338 0.145 -1.353
H 1.494 -1.095 -0.406
H 1.971 0.620 -0.601
H 1.666 -0.032 1.018
H -0.542 1.499 -0.988
*
```

Summary:
molecular weight	60.10	g mol⁻¹
Kohn-Sham gap	11.229	eV
HOMO energy	-10.297	eV

---

entry i is the most stable structure; the next one sits 19.0 kcal/mol above it.